DFT (ωB97M-V with the def2-TZVPD basis set) results for a cluster of 3 separate species, C27H37NO7 in total in a non-equilibrium geometry.

The geometry in XYZ format:
```
72
Properties=species:S:1:pos:R:3:lowdin_charge:R:1
C -3.463 -0.497 5.043 0.07
C -2.978 0.259 4.214 -0.11
C -2.647 1.307 3.087 -0.10
C -1.506 0.800 2.135 -0.06
C -1.471 -0.405 1.467 -0.10
N -2.571 -1.382 1.649 0.18
C -2.181 -2.300 2.439 -0.26
O -2.123 -3.025 3.356 0.19
C -0.256 -0.732 0.506 -0.22
O -0.236 -1.785 -0.131 0.06
C 0.951 0.274 0.290 -0.08
C 2.169 -0.061 -0.647 -0.13
C 2.178 0.694 -2.056 -0.17
C 0.805 1.374 -2.484 -0.18
C 0.741 2.959 -2.174 -0.19
C -0.044 3.772 -3.291 -0.16
C -1.118 4.809 -2.741 -0.19
O -0.868 5.294 -1.405 -0.05
C 0.142 6.256 -1.369 -0.46
C 0.953 6.367 -0.013 0.02
O 0.420 7.013 -2.284 0.08
C 0.936 1.470 0.989 -0.10
C 2.121 2.523 0.875 -0.03
C -0.277 1.779 1.930 -0.23
O -0.257 2.863 2.520 0.07
H -4.102 -0.969 5.837 0.06
H -3.575 1.440 2.435 0.14
H -2.433 2.304 3.567 0.12
H 2.263 -1.171 -0.804 0.10
H 3.120 0.255 -0.101 0.12
H 2.997 1.469 -2.091 0.10
H 2.409 -0.098 -2.844 0.11
H -0.123 0.829 -2.128 0.12
H 0.766 1.314 -3.626 0.11
H 1.824 3.319 -2.183 0.11
H 0.329 3.089 -1.132 0.10
H 0.712 4.370 -3.890 0.11
H -0.582 3.105 -4.044 0.12
H -1.263 5.640 -3.507 0.13
H -2.122 4.271 -2.706 0.13
H 1.745 7.169 -0.054 0.09
H 1.495 5.375 0.128 0.06
H 0.259 6.509 0.878 0.10
H 2.956 2.099 1.531 0.11
H 1.844 3.523 1.310 0.07
H 2.554 2.573 -0.167 0.07
C 2.527 -2.882 3.599 -0.17
C 2.268 -3.673 2.332 -0.16
C 2.546 -2.641 1.256 -0.21
O 3.542 -1.751 1.781 -0.14
C 3.689 -1.998 3.186 -0.20
H 2.752 -3.503 4.467 0.11
H 1.654 -2.266 3.837 0.11
H 2.985 -4.496 2.256 0.12
H 1.262 -4.091 2.272 0.11
H 1.658 -2.053 1.035 0.07
H 2.907 -3.090 0.328 0.13
H 4.648 -2.505 3.340 0.12
H 3.708 -1.048 3.726 0.12
C -3.078 -4.735 -1.413 -0.18
C -3.337 -5.517 -2.685 -0.18
C -3.044 -4.483 -3.756 -0.21
O -2.045 -3.605 -3.222 -0.14
C -1.907 -3.858 -1.816 -0.21
H -2.862 -5.362 -0.547 0.11
H -3.947 -4.112 -1.177 0.12
H -2.626 -6.346 -2.761 0.11
H -4.346 -5.927 -2.752 0.11
H -3.932 -3.882 -3.982 0.12
H -2.681 -4.930 -4.684 0.12
H -0.953 -4.374 -1.660 0.12
H -1.884 -2.914 -1.274 0.09
```

Its max |F| is 0.069 Eh/bohr. As for the molar mass: 487.6 g mol⁻¹. As for the structure (SMILES): C#CCC1=C(N=C=O)C(=O)C(CCCCCCOC(C)=O)=C(C)C1=O.C1CCOC1.C1CCOC1. The gap between HOMO and LUMO comes out at 0.2886 Eh. As for the total energy: -44415.389 eV. Its net charge is 0.